Record 1
Density functional theory data (the ωB97M-V functional and the def2-TZVPD basis) for a structure of composition Cl2IKO12V2 at a distorted geometry.

HOMO = -8.54 eV
HOMO-LUMO gap = 2.43 eV
LUMO level = -6.12 eV

Positions of all 18 atoms, in Å:
1 O 0.035 0.230 -0.393
2 V 1.076 -0.223 0.687
3 O 0.494 -1.401 1.682
4 O -4.847 1.735 1.449
5 V -3.432 2.178 0.781
6 O -2.289 1.139 1.230
7 K -1.264 -2.744 3.056
8 I 2.771 -1.486 -1.242
9 Cl -2.009 -2.496 -3.120
10 O -3.270 -2.461 -2.449
11 O -1.037 -1.840 -2.272
12 O -1.587 -3.818 -3.384
13 O -2.258 -1.771 -4.374
14 Cl 3.521 2.631 1.692
15 O 4.041 2.659 0.301
16 O 4.656 2.155 2.397
17 O 3.035 3.818 2.285
18 O 2.361 1.697 1.673

Forces on the atoms, in the same order (eV/Å):
O 0.0229 -0.0402 1.3069
V 2.0955 -0.7709 -1.2248
O 0.0844 1.5089 -0.8147
O 3.6195 1.1032 -1.5854
V -0.6976 -3.6344 2.1594
O -2.7252 2.3238 -0.7607
K 0.2858 0.0782 -0.3959
I -1.1260 0.8398 1.5977
Cl -0.0353 1.4114 -1.4715
O -1.2707 -0.2971 1.2955
O -0.0242 0.3009 -0.2885
O 0.1946 -0.9374 -0.1716
O 1.0064 -0.3339 0.9099
Cl 2.9460 -1.1122 -3.5588
O -2.1493 1.2093 1.3979
O -0.4598 -0.8820 1.8308
O -0.4786 0.9778 -0.3267
O -1.2886 -1.7449 0.1005

=====

Record 2
Density functional theory data (the ωB97M-V functional and the def2-TZVPD basis) for a cluster of 2 separate species, Cl2O2S2 in total.

HOMO (alpha / beta) = -9.66 / -9.17 eV
relative energy (zero: lowest compared OMol25 entry of this formula, charge and spin) = 31.9 kJ/mol
HOMO-LUMO gap (alpha / beta) = 8.30 / 7.34 eV
LUMO level (alpha / beta) = -1.36 / -1.83 eV

Positions of all 6 atoms, in Å:
1 O 1.557 -0.583 -1.132
2 O -1.729 -0.786 0.885
3 S 1.576 0.256 0.048
4 S -2.792 0.012 0.300
5 Cl 3.531 0.755 0.433
6 Cl -1.950 1.811 -0.274

Forces on the atoms, in the same order (eV/Å):
O -0.1491 -0.4822 -0.6754
O 0.3317 -0.4331 0.2552
S 0.1246 0.4223 0.6242
S -0.0749 0.6258 -0.2943
Cl -0.0151 0.0506 0.0661
Cl -0.2171 -0.1834 0.0242

=====

Record 3
Density functional theory data (the ωB97M-V functional and the def2-TZVPD basis) for a cluster of 2 separate species, Cl2O3S in total at a distorted geometry.

HOMO = -11.02 eV
relative energy (zero: lowest compared OMol25 entry of this formula, charge and spin) = 196.7 kJ/mol
HOMO-LUMO gap = 8.35 eV
LUMO level = -2.67 eV

Positions of all 6 atoms, in Å:
1 O 0.074 -2.323 -0.063
2 O 1.310 -0.785 1.364
3 O -0.146 2.318 -0.645
4 S 0.247 -0.991 0.425
5 Cl -1.594 1.560 -0.068
6 Cl 0.970 1.887 -1.981

Forces on the atoms, in the same order (eV/Å):
O -0.2622 -0.0322 -0.1905
O -0.1833 0.2754 -0.0406
O 0.5923 0.5263 0.0807
S 0.7408 -0.5525 0.2610
Cl 1.0175 0.2149 -1.3751
Cl -1.9050 -0.4320 1.2645

=====

Record 4
Density functional theory data (the ωB97M-V functional and the def2-TZVPD basis) for a structure of composition Cl2O3S at a distorted geometry.

2S+1 = 3
HOMO (alpha / beta) = -8.43 / -11.25 eV
relative energy (zero: lowest compared OMol25 entry of this formula, charge and spin) = 111.6 kJ/mol
HOMO-LUMO gap (alpha / beta) = 7.46 / 7.39 eV
LUMO level (alpha / beta) = -0.97 / -3.87 eV

Positions of all 6 atoms, in Å:
1 O -1.611 0.299 -1.043
2 O -1.142 0.401 1.367
3 O 1.178 1.028 -0.403
4 S -0.776 0.075 0.068
5 Cl 2.296 -0.061 0.132
6 Cl 0.055 -1.742 -0.121

Forces on the atoms, in the same order (eV/Å):
O -1.6779 -0.0207 -1.4083
O -1.4127 0.2028 3.4836
O 3.5220 -0.8809 0.4030
S 0.6736 0.8790 -1.7243
Cl -0.3916 2.5881 -0.7053
Cl -0.7134 -2.7682 -0.0488

=====

Calculated energy, -125394.559 -50808.557 -42017.876 -42016.301 eV (same order as the records).